{"formula": "C42H83N4O11", "method": "ωB97M-V with the def2-TZVPD basis set", "total_charge": 1, "symbols": ["C", "C", "C", "C", "C", "N", "C", "C", "C", "C", "N", "N", "N", "H", "H", "H", "H", "H", "H", "H", "H", "H", "H", "H", "H", "H", "H", "H", "H", "H", "C", "C", "O", "C", "H", "H", "H", "H", "H", "H", "C", "C", "O", "C", "H", "H", "H", "H", "H", "H", "C", "C", "O", "C", "H", "H", "H", "H", "H", "H", "C", "C", "O", "C", "H", "H", "H", "H", "H", "H", "C", "C", "O", "C", "H", "H", "H", "H", "H", "H", "C", "C", "O", "C", "H", "H", "H", "H", "H", "H", "C", "C", "O", "C", "H", "H", "H", "H", "H", "H", "C", "C", "O", "C", "H", "H", "H", "H", "H", "H", "C", "C", "O", "C", "H", "H", "H", "H", "H", "H", "C", "C", "O", "C", "H", "H", "H", "H", "H", "H", "C", "C", "O", "C", "H", "H", "H", "H", "H", "H"], "coordinates": [[2.2103, 1.7341, 0.5841], [3.7601, 1.4772, 0.4283], [3.9226, -0.0291, 0.2505], [3.4160, -0.5493, -0.9605], [3.5495, -1.8984, -1.1706], [4.1329, -2.6802, -0.2605], [4.6189, -2.2047, 0.8956], [4.5519, -0.8741, 1.2203], [5.1529, -0.3410, 2.5129], [4.1827, -0.2611, 3.7188], [2.9406, 0.4613, 3.4309], [4.9188, 0.4151, 4.8111], [3.9416, -1.6256, 4.2168], [2.0058, 2.7344, 0.9756], [1.7341, 1.5528, -0.3943], [1.8314, 0.9382, 1.2351], [4.2484, 1.8346, 1.3400], [4.1214, 2.0079, -0.4661], [2.9711, 0.1002, -1.7083], [3.1863, -2.2934, -2.1229], [4.2297, -3.6683, -0.4723], [5.1029, -2.9119, 1.5730], [5.9678, -1.0216, 2.8056], [5.5760, 0.6489, 2.2960], [2.2107, -0.2001, 3.1624], [2.5804, 0.8680, 4.2932], [4.4365, 1.2630, 5.0948], [5.8157, 0.7154, 4.4390], [3.2595, -2.1026, 3.6282], [3.5917, -1.5239, 5.1647], [0.2070, -1.7590, 1.0986], [0.1083, -2.4352, 2.4393], [1.1009, -2.8227, 3.0297], [-1.2643, -2.6162, 3.0263], [1.2581, -1.7008, 0.8007], [-0.3390, -2.3336, 0.3505], [-0.1990, -0.7488, 1.1602], [-1.8742, -3.2306, 2.3621], [-1.7335, -1.6471, 3.1725], [-1.1793, -3.1175, 3.9899], [-1.1078, 1.6452, -2.0133], [-0.8636, 0.1719, -2.1971], [-1.1463, -0.6325, -1.3355], [-0.2482, -0.2680, -3.5013], [-1.5503, 1.8162, -1.0325], [-0.1631, 2.1916, -2.0742], [-1.7999, 2.0103, -2.7790], [0.7329, 0.1930, -3.6224], [-0.8943, 0.0100, -4.3354], [-0.1279, -1.3490, -3.4970], [9.1756, -0.0212, 3.4224], [9.1772, 1.2959, 2.6863], [9.1054, 2.3489, 3.2757], [9.2709, 1.2423, 1.1797], [9.1037, 0.1628, 4.4931], [8.3176, -0.6197, 3.1102], [10.0995, -0.5652, 3.2220], [8.4180, 0.6953, 0.7717], [10.2004, 0.7559, 0.8807], [9.2614, 2.2555, 0.7816], [3.7000, -1.7599, -6.7076], [2.9781, -1.3542, -5.4498], [1.9218, -1.8488, -5.1286], [3.6203, -0.2955, -4.5845], [3.1228, -2.5247, -7.2234], [3.8120, -0.8987, -7.3682], [4.6818, -2.1673, -6.4600], [3.7303, 0.6341, -5.1444], [4.5968, -0.6411, -4.2383], [2.9849, -0.1116, -3.7225], [6.3087, -4.8210, 3.9020], [7.5945, -5.3016, 3.2743], [8.4527, -4.5206, 2.9288], [7.7632, -6.7895, 3.0954], [6.3256, -3.7333, 3.9686], [5.4588, -5.1245, 3.2861], [6.2041, -5.2309, 4.9071], [6.9762, -7.1797, 2.4476], [7.7261, -7.2882, 4.0650], [8.7285, -6.9902, 2.6346], [-5.2321, 3.1538, -2.6007], [-4.3274, 3.3703, -3.7826], [-3.1341, 3.1544, -3.7121], [-4.9624, 3.8645, -5.0562], [-4.6424, 2.7991, -1.7556], [-5.7147, 4.0923, -2.3234], [-5.9869, 2.4035, -2.8405], [-5.4329, 4.8338, -4.8859], [-5.7073, 3.1465, -5.4031], [-4.1971, 3.9756, -5.8227], [-1.0944, 2.2084, 2.9121], [-2.0616, 1.3481, 2.1443], [-1.8732, 0.1578, 1.9904], [-3.2776, 2.0290, 1.5738], [-0.2651, 1.5938, 3.2668], [-0.6994, 2.9932, 2.2653], [-1.5956, 2.6513, 3.7673], [-2.9744, 2.8064, 0.8703], [-3.8687, 2.4686, 2.3788], [-3.8875, 1.2957, 1.0467], [-3.1377, 5.9070, 5.8830], [-2.2196, 5.5018, 4.7592], [-2.5023, 4.5928, 4.0078], [-0.9336, 6.2741, 4.6076], [-4.0211, 5.2712, 5.8750], [-2.6289, 5.7900, 6.8412], [-3.4501, 6.9443, 5.7532], [-0.3295, 6.1727, 5.5106], [-1.1507, 7.3271, 4.4229], [-0.3717, 5.8785, 3.7629], [-8.3054, 0.1057, -4.8407], [-8.0319, 0.1666, -3.3603], [-7.9763, 1.2254, -2.7692], [-7.8291, -1.1423, -2.6439], [-8.4312, 1.1161, -5.2281], [-7.4656, -0.3675, -5.3531], [-9.2199, -0.4583, -5.0277], [-6.9697, -1.6679, -3.0650], [-8.7236, -1.7598, -2.7342], [-7.6428, -0.9511, -1.5889], [-9.3180, 0.0380, 2.6475], [-8.4387, -0.5091, 1.5507], [-8.7712, -1.4707, 0.8967], [-7.1259, 0.1960, 1.3045], [-10.2245, -0.5605, 2.7151], [-8.7940, -0.0080, 3.6038], [-9.5937, 1.0701, 2.4244], [-6.5075, 0.1564, 2.2033], [-7.3079, 1.2347, 1.0231], [-6.5960, -0.2992, 0.4926], [-4.7658, -1.8308, -7.6255], [-5.3016, -2.6857, -6.5029], [-6.4838, -2.9177, -6.3959], [-4.2990, -3.2388, -5.5191], [-5.5915, -1.5022, -8.2542], [-4.2623, -0.9521, -7.2181], [-4.0688, -2.4086, -8.2345], [-3.7752, -2.4211, -5.0201], [-3.5818, -3.8776, -6.0369], [-4.8193, -3.8318, -4.7689]], "forces_ev_per_a": [[0.692, -0.893, -0.565], [-0.973, -0.312, 0.385], [0.240, 0.990, -0.062], [0.751, -0.396, 1.273], [-0.695, 0.752, -1.300], [-0.046, -0.376, -0.216], [0.466, -0.331, 0.816], [-0.653, 0.894, -0.602], [-0.199, -0.358, -0.728], [0.254, -0.477, 1.327], [-0.033, 0.141, -0.133], [-0.208, 0.227, -0.832], [0.287, 0.249, -0.700], [-0.048, -0.293, -0.132], [-0.002, 0.462, 0.331], [-0.145, 0.627, 0.096], [0.018, -0.066, -0.402], [0.097, -0.195, 0.373], [0.062, -0.231, 0.245], [0.227, -0.470, 0.516], [-0.025, 0.140, 0.154], [-0.216, 0.064, -0.309], [-0.249, 0.314, 0.018], [-0.130, -0.237, 0.182], [0.245, -0.007, -0.073], [0.174, -0.013, -0.113], [0.087, -0.066, -0.042], [0.010, 0.027, 0.440], [-0.191, -0.012, 0.356], [-0.048, -0.297, -0.150], [0.520, -0.137, 0.157], [-0.059, 0.015, -0.010], [0.258, 0.151, -0.005], [0.249, -0.325, 0.369], [0.006, -0.100, 0.038], [-0.174, 0.243, -0.024], [-0.187, -0.281, -0.168], [-0.102, 0.189, -0.070], [-0.101, -0.040, -0.231], [0.053, -0.049, -0.064], [-0.061, -0.234, 0.177], [-0.043, 0.095, 0.132], [0.019, -0.029, -0.085], [-0.140, -0.315, 0.244], [0.011, -0.025, 0.004], [-0.058, 0.075, -0.192], [0.328, 0.053, 0.141], [-0.093, 0.125, -0.192], [0.151, 0.172, -0.049], [0.035, 0.040, -0.032], [-0.029, 0.213, 0.244], [0.026, 0.099, 0.104], [-0.089, -0.041, -0.054], [-0.008, 0.312, 0.016], [0.006, 0.016, -0.033], [0.160, -0.171, -0.103], [-0.123, -0.144, -0.118], [0.124, -0.164, -0.036], [-0.110, -0.158, -0.053], [0.004, -0.020, 0.035], [-0.253, -0.146, -0.008], [-0.141, -0.065, -0.050], [0.105, -0.109, 0.048], [-0.061, -0.073, 0.046], [-0.001, 0.025, 0.033], [0.190, 0.003, 0.049], [0.080, 0.169, -0.070], [0.199, -0.030, 0.008], [0.103, 0.164, -0.132], [-0.055, 0.016, -0.084], [0.173, 0.323, -0.135], [0.130, 0.037, -0.003], [-0.103, 0.024, -0.067], [0.286, 0.107, -0.111], [-0.034, -0.033, 0.058], [-0.073, -0.170, 0.185], [-0.169, -0.107, -0.072], [-0.088, -0.085, 0.168], [-0.180, -0.064, -0.049], [-0.022, 0.024, 0.018], [0.334, -0.127, 0.105], [0.051, 0.015, 0.113], [-0.231, 0.128, -0.262], [0.346, -0.033, -0.133], [0.008, 0.026, -0.030], [-0.194, -0.082, -0.091], [-0.194, 0.206, 0.026], [-0.182, -0.098, 0.002], [-0.154, 0.128, 0.087], [-0.010, -0.001, 0.035], [0.346, -0.570, -0.007], [-0.031, -0.055, -0.081], [-0.198, 0.462, 0.132], [-0.125, -0.363, -0.107], [-0.023, -0.040, -0.081], [-0.163, 0.177, 0.131], [0.000, 0.198, -0.131], [-0.044, 0.157, 0.159], [0.112, 0.221, -0.047], [0.054, -0.003, 0.005], [-0.163, -0.251, -0.117], [-0.100, -0.050, -0.032], [-0.066, 0.261, 0.088], [0.038, -0.212, -0.254], [0.031, 0.013, -0.014], [0.018, 0.200, 0.006], [0.125, 0.047, 0.143], [-0.058, 0.188, 0.051], [0.057, 0.035, 0.183], [-0.031, 0.008, 0.017], [0.033, 0.387, 0.023], [-0.040, 0.031, 0.090], [0.067, -0.042, -0.065], [0.089, 0.249, 0.257], [-0.017, -0.018, 0.041], [-0.156, -0.227, -0.036], [0.134, -0.171, -0.080], [-0.152, -0.136, -0.132], [0.107, -0.123, -0.111], [-0.075, -0.042, -0.014], [-0.170, -0.206, -0.077], [-0.069, -0.115, -0.074], [0.072, 0.064, -0.001], [0.035, -0.175, -0.186], [0.036, 0.004, -0.021], [0.023, 0.187, -0.011], [0.122, 0.053, 0.130], [-0.042, 0.167, 0.032], [0.050, 0.042, 0.145], [-0.018, 0.004, 0.025], [-0.284, 0.023, -0.071], [-0.130, -0.049, -0.001], [0.055, 0.080, 0.046], [-0.240, -0.111, 0.129], [0.010, -0.027, 0.028], [0.172, -0.084, -0.045], [0.140, 0.101, 0.079], [0.157, -0.041, -0.107], [0.128, 0.140, 0.020], [-0.005, 0.018, -0.035]]}


{"formula": "C21H25N9O5S5Sc", "method": "ωB97M-V with the def2-TZVPD basis set", "total_charge": -1, "symbols": ["Sc", "C", "C", "N", "C", "S", "N", "N", "C", "C", "C", "C", "C", "C", "C", "N", "H", "H", "H", "H", "H", "H", "H", "H", "H", "H", "H", "H", "H", "C", "C", "N", "C", "C", "N", "C", "O", "O", "C", "O", "O", "H", "H", "H", "H", "H", "S", "S", "S", "S", "C", "N", "C", "C", "C", "N", "C", "O", "N", "H", "H", "H", "H", "H", "H", "H"], "coordinates": [[0.6211, -0.7586, 0.1364], [-4.1634, -0.5602, 4.1626], [-4.5336, -0.2621, 2.7130], [-3.7632, -1.0252, 1.7462], [-2.4187, -0.8159, 1.5553], [-1.5177, -2.0938, 0.8446], [-1.9739, 0.3635, 1.9384], [-0.6257, 0.5043, 1.7453], [-0.0696, 1.4870, 2.3543], [-0.8048, 2.4640, 3.2222], [1.3936, 1.6071, 2.2277], [2.0985, 2.6030, 2.8960], [3.4802, 2.6319, 2.8121], [4.1239, 1.6553, 2.0757], [3.3484, 0.7045, 1.4308], [2.0217, 0.6875, 1.4876], [-4.7716, 0.0363, 4.8468], [-4.3217, -1.6158, 4.3905], [-3.1122, -0.3276, 4.3324], [-5.5883, -0.4878, 2.5387], [-4.3883, 0.7986, 2.5082], [-4.0294, -1.9862, 1.6048], [-1.8476, 2.1753, 3.2863], [-0.3768, 2.4904, 4.2263], [-0.7355, 3.4704, 2.8001], [1.5683, 3.3442, 3.4751], [4.0435, 3.4022, 3.3235], [5.2009, 1.6204, 1.9915], [3.8050, -0.0817, 0.8467], [4.0553, -2.5377, -1.1955], [3.5753, -1.2311, -1.6989], [2.5379, -0.5434, -1.2528], [2.4799, 0.6104, -1.9900], [3.4895, 0.6274, -2.9077], [4.1668, -0.5484, -2.7025], [3.9379, 1.5767, -3.9493], [3.2466, 2.6826, -4.0700], [4.9068, 1.3040, -4.6330], [1.4289, 1.6176, -1.6660], [1.3790, 2.6654, -2.3487], [0.6860, 1.3140, -0.7017], [3.7729, -2.6535, -0.1495], [5.1383, -2.6229, -1.3076], [3.5603, -3.3464, -1.7334], [4.9743, -0.8218, -3.2388], [2.4773, 2.7231, -3.3776], [1.8871, -2.0529, 2.0094], [1.1923, -3.9886, 2.0792], [1.6688, -4.7103, 0.2070], [0.7515, -3.3666, -1.0539], [-1.5830, -2.1927, -3.8678], [-2.2313, -1.1653, -3.0553], [-3.5355, -0.8398, -3.1834], [-4.1319, 0.0453, -2.3537], [-3.3134, 0.5939, -1.3175], [-2.0448, 0.2905, -1.2071], [-1.4726, -0.5843, -2.0469], [-0.2848, -0.9204, -1.9521], [-3.8183, 1.4539, -0.3990], [-2.3286, -2.6440, -4.5191], [-1.1404, -2.9439, -3.2132], [-0.7853, -1.7514, -4.4625], [-4.0702, -1.3387, -3.9803], [-5.1777, 0.2928, -2.4570], [-4.8133, 1.4485, -0.2588], [-3.2444, 1.5270, 0.4357]], "forces_ev_per_a": [[0.367, -0.444, 0.052], [0.001, 0.004, -0.027], [0.019, -0.047, 0.000], [-0.013, -0.002, 0.015], [0.102, -0.045, 0.005], [-0.291, 0.062, 0.012], [-0.111, -0.045, 0.001], [0.045, 0.115, -0.008], [-0.013, 0.000, -0.017], [-0.004, -0.006, -0.032], [0.010, 0.039, 0.022], [0.013, 0.041, 0.023], [-0.021, -0.006, 0.000], [-0.016, 0.012, 0.000], [0.015, -0.009, -0.003], [0.098, -0.007, -0.072], [0.013, -0.009, 0.000], [-0.001, 0.011, 0.008], [-0.012, -0.003, 0.000], [-0.007, 0.003, -0.011], [0.001, 0.015, 0.001], [-0.002, -0.004, 0.004], [-0.015, 0.016, 0.013], [0.000, -0.006, -0.002], [0.009, -0.014, 0.012], [0.017, 0.006, 0.003], [-0.008, 0.003, -0.001], [0.000, 0.001, 0.000], [-0.009, -0.016, 0.003], [0.010, -0.032, 0.000], [-0.111, 0.053, 0.004], [0.032, 0.047, 0.051], [-0.085, 0.027, 0.066], [-0.035, 0.026, -0.022], [0.104, -0.039, -0.022], [0.067, -0.072, 0.018], [-0.030, 0.051, 0.044], [-0.039, 0.019, 0.007], [-0.016, -0.017, -0.045], [0.058, 0.028, 0.030], [-0.096, 0.080, -0.075], [-0.011, -0.012, 0.011], [-0.021, 0.017, -0.001], [-0.020, -0.013, -0.001], [0.003, 0.006, 0.000], [-0.024, -0.038, -0.057], [0.100, 0.057, 0.082], [-0.036, -0.082, -0.067], [0.082, -0.019, 0.095], [-0.043, 0.096, -0.088], [0.003, -0.010, 0.007], [0.059, -0.064, -0.012], [-0.040, -0.011, -0.006], [-0.026, 0.013, 0.000], [-0.051, -0.125, -0.007], [0.028, 0.151, -0.007], [0.009, 0.055, -0.014], [-0.058, 0.060, 0.019], [-0.007, 0.035, -0.076], [-0.016, 0.012, 0.002], [-0.014, 0.000, 0.019], [-0.007, 0.023, -0.002], [0.005, -0.003, -0.008], [0.019, 0.002, -0.010], [-0.005, 0.005, 0.000], [0.025, 0.007, 0.063]]}


Record-wise E_LUMO values, in Ha: -0.129, 0.085
Record-wise gap between HOMO and LUMO values, in eV: 7.286, 5.731
Record-wise energy relative to the best compared isomer or geometry (same formula, charge and spin) values, in kcal/mol: 0.0, 0.0